7
Properties=species:S:1:pos:R:3:forces:R:3 method="wB97M-V/def2-TZVPD" mol_weight_g_mol=130.53 lumo_ev="2.7 / 3.2" energy_ha=-1139.39733 charge=-1 spin_multiplicity=1 de_lowest_kcal_mol=58.96
N -0.437652 0.744536 0.040633 -2.748 0.280 0.641
O -0.588358 -3.688124 1.143299 0.033 -0.113 -0.205
O -2.055557 -3.535952 -0.883721 0.867 0.409 0.583
O -2.980067 -3.132424 1.301486 -0.239 0.347 0.746
S -1.782248 -3.183569 0.507468 -0.394 -0.184 -1.131
Cl -0.978524 -0.678041 0.881905 1.011 0.626 -0.639
H 0.483626 0.709164 -0.324897 1.469 -1.365 0.006

20
Properties=species:S:1:pos:R:3:forces:R:3 method="wB97M-V/def2-TZVPD" mol_weight_g_mol=137.18 lumo_ev=3.3 energy_ha=-820.32626 charge=-1 spin_multiplicity=1 de_lowest_kcal_mol=27.69
C -0.294956 -2.559343 -0.583847 -0.730 -0.640 0.577
S 1.131969 -1.912827 -1.472228 0.174 0.324 0.242
H -0.082876 -2.910598 0.433145 0.323 0.189 0.122
H -1.173097 -1.906310 -0.474227 0.183 0.380 -0.153
H -0.724420 -3.453131 -1.037932 0.099 -0.131 -0.404
H 2.639065 0.462156 0.540161 -0.096 0.044 -0.266
H 2.514401 1.874391 -0.065403 -0.185 -0.181 -0.129
O 2.741624 1.402093 0.738314 0.211 -0.015 0.364
H -0.892408 0.438853 -1.125764 0.011 0.312 -0.183
H 0.523625 0.201224 -0.785959 0.231 0.047 -0.619
O -0.085533 0.955051 -0.989305 -0.273 -0.317 0.528
H -0.088668 -0.215141 2.422482 0.222 0.062 0.396
H -0.912086 -1.385742 2.147376 0.010 -0.387 0.196
O -0.543071 -0.918351 2.911225 -0.090 0.222 -0.737
H -2.735329 -0.174560 2.888597 0.088 0.183 -0.061
H -2.282809 1.214339 2.514276 -0.013 0.001 -0.083
O -3.046558 0.632058 2.456866 -0.149 -0.087 0.139
H -0.308154 2.605328 -1.906003 -0.316 -0.112 0.388
H -0.006733 3.879195 -2.642249 -0.301 0.113 0.084
O -0.688970 3.486775 -2.081127 0.603 -0.007 -0.400

6
Properties=species:S:1:pos:R:3:forces:R:3 method="wB97M-V/def2-TZVPD" mol_weight_g_mol=47.03 lumo_ev=5.1 energy_ha=-190.36783 charge=-1 smiles=[O-]CO spin_multiplicity=1 de_lowest_kcal_mol=3.51
O -0.203247 0.729971 -1.215326 -0.059 -0.198 -0.530
C 0.009148 0.475785 0.013855 0.054 -1.040 0.344
O 0.295921 -1.110652 0.396057 -0.287 0.456 -0.545
H 0.962512 0.809349 0.438847 0.221 0.530 0.397
H -0.857227 0.607557 0.689226 0.015 0.335 0.330
H -0.207107 -1.512010 -0.322660 0.055 -0.083 0.004

26
Properties=species:S:1:pos:R:3:forces:R:3 method="wB97M-V/def2-TZVPD" mol_weight_g_mol=189.19 lumo_ev=-3.8 energy_ha=-680.82932 charge=+1 spin_multiplicity=1 de_lowest_kcal_mol=60.51
C 0.639404 1.802343 -1.589971 2.134 0.454 1.455
C 2.797515 -0.494613 0.702475 1.581 -0.819 2.720
C -1.467054 -2.102485 -0.621485 -0.440 -1.546 -0.903
C -1.966022 1.367071 1.284572 1.584 -0.961 -1.125
C -0.619295 1.223730 0.566575 3.570 1.161 0.584
C 0.724380 -1.504949 -0.102935 1.508 0.480 5.757
N -0.364265 1.650583 -0.755095 -1.774 -1.773 -0.639
N 1.666782 -1.220372 0.951913 -1.746 -0.356 -3.061
N -0.437494 -2.111475 0.281545 0.616 0.975 -2.182
N 0.981228 -1.169793 -1.286929 1.137 0.001 -0.938
O 1.880122 1.839861 -0.956971 -1.351 -0.136 -0.269
O 3.283419 -0.367975 -0.359861 0.704 0.566 -2.923
O -1.396905 -1.929046 -1.819241 -0.060 0.569 0.821
H 0.672271 1.935871 -2.694235 -0.967 -0.222 1.174
H 3.407332 -0.203196 1.588135 -0.918 0.039 0.081
H -2.325400 -2.472551 -0.113011 -1.471 -0.064 0.110
H -2.431693 0.369767 1.197601 -0.688 0.742 0.258
H -1.758698 1.598362 2.331948 -0.182 -0.077 -0.196
H -2.481305 2.186349 0.825539 -1.013 0.186 -0.024
H 0.282607 1.482046 1.208855 -1.106 -0.382 -0.803
H -1.135577 1.326904 -1.319703 -0.913 0.653 -0.356
H 1.459510 -1.431797 1.883949 -0.711 -0.200 1.342
H -0.630099 -2.617675 1.105547 0.406 -0.085 1.288
H 0.314932 -1.532952 -1.928978 -0.562 0.069 -1.489
H 2.441262 2.447338 -1.426012 0.597 0.385 -0.278
H 1.940726 -0.849145 -1.432358 0.066 0.341 -0.403

9
Properties=species:S:1:pos:R:3:forces:R:3 method="wB97M-V/def2-TZVPD" mol_weight_g_mol=118.12 lumo_ev=-0.3 energy_ha=-731.60367 smiles="[H]/N=c1/onnn1S" spin_multiplicity=1 de_lowest_kcal_mol=45.79
H 0.154130 2.280491 -0.115794 1.784 0.743 0.029
N -0.736271 1.884640 -0.176199 -1.552 -3.086 0.625
C -0.708031 0.607287 -0.035726 -0.329 1.596 -0.708
O -1.881654 -0.159241 -0.084299 1.178 2.473 0.752
N -1.529300 -1.409127 -0.143971 1.359 -4.979 -1.922
N -0.254150 -1.621682 -0.261157 -4.123 1.521 1.794
N 0.242164 -0.407602 0.049515 4.652 1.636 -0.663
S 2.062618 -0.155245 -0.214243 -1.270 -1.834 2.563
H 2.650494 -1.019518 0.981870 -1.698 1.931 -2.469

14
Properties=species:S:1:pos:R:3:forces:R:3 method="wB97M-V/def2-TZVPD" mol_weight_g_mol=124.06 lumo_ev=4.2 energy_ha=-702.36398 charge=-1 smiles="C[C@H](O)[P@@](N)(=O)[O-]" spin_multiplicity=1 de_lowest_kcal_mol=9.71
C -1.550756 -0.035360 0.529740 1.568 -1.302 0.097
C -0.524195 -0.670266 -0.450260 1.074 0.911 1.632
O -0.409079 -2.100825 -0.343969 1.978 -0.178 -0.054
P 1.155340 0.011296 -0.019661 -1.558 1.681 -2.233
N 0.960078 1.792618 -0.384298 -0.601 -2.176 0.107
O 1.371845 -0.054570 1.411381 0.420 -0.297 2.959
O 2.045850 -0.672498 -0.982890 1.013 -0.270 -0.871
H -2.207236 0.600897 0.031918 -1.291 1.049 -0.919
H -2.059347 -0.881375 0.925117 -0.915 -0.589 0.539
H -1.120170 0.508350 1.386977 0.222 -0.343 -0.456
H -0.695846 -0.480191 -1.479802 -0.578 0.701 -0.953
H 0.586054 -2.241419 -0.554823 -2.178 0.123 0.400
H 0.535115 2.129297 0.495905 1.024 0.223 -0.690
H 1.912348 2.094040 -0.565340 -0.178 0.467 0.441

14
Properties=species:S:1:pos:R:3:forces:R:3 method="wB97M-V/def2-TZVPD" mol_weight_g_mol=84.12 lumo_ev=-9.4 energy_ha=-265.95352 charge=+2 spin_multiplicity=1 de_lowest_kcal_mol=13.15
C -1.907572 -1.352358 -0.114415 -1.783 -1.922 -0.121
C -0.335387 0.621049 -0.054791 -2.586 -2.184 -0.160
C 0.288891 1.882771 -0.034767 0.577 1.642 -0.113
C 2.974339 -0.789078 -0.334898 -0.543 0.214 0.358
N -1.037002 -0.294708 -0.073732 2.746 2.995 0.080
N 2.230599 -0.488809 0.471147 1.050 -0.479 -0.115
H -1.372691 -2.300503 -0.204088 0.024 0.119 0.013
H -0.432917 2.597409 -0.459496 0.074 -0.087 0.052
H 1.188890 1.939456 -0.646668 -0.006 -0.104 -0.019
H 0.505094 2.218619 0.982953 -0.014 -0.103 0.032
H -2.574297 -1.238081 -0.978860 0.147 0.014 0.162
H 3.630471 -1.048345 -1.155609 0.181 -0.081 -0.091
H -2.509371 -1.361722 0.800497 0.092 0.018 -0.113
H 1.761208 -0.309427 1.352825 0.041 -0.044 0.035